1.
C4H8N2O | ωB97M-V/def2-TZVPD

```
15
C4H8N2O ωB97M-V/def2-TZVPD
C -0.33756 -1.33754 3.45595
C -0.15234 -1.35990 2.27174
C -0.18766 -1.42281 0.80588
O 0.65425 -0.48860 0.05812
N -0.34668 0.45282 -0.54435
C 0.46304 0.78098 -1.77093
N -0.69965 1.55902 0.21146
H -0.46002 -1.34969 4.48864
H -1.16924 -1.15362 0.55531
H -0.03090 -2.40492 0.42163
H 0.35711 -0.04071 -2.43186
H 0.05521 1.67710 -2.24598
H 1.52990 0.96584 -1.56746
H -1.17692 1.12756 0.98987
H 0.18299 2.05278 0.46316
```

Its total energy is -341.7790 Ha. The calculation puts the max |F| at 3.2 eV Å⁻¹. The value obtained for the energy relative to the best compared isomer or geometry (same formula, charge and spin) is 589.7 kJ/mol. As for the total charge: 0. As for the spin multiplicity: 1. Its HOMO energy is -0.3429 Eh. For the lowest unoccupied orbital energy, the calculation gives 1.029 eV.

2.
C7H18N3OSi | ωB97M-V/def2-TZVPD

```
30
C7H18N3OSi ωB97M-V/def2-TZVPD
C -3.72312 0.86223 -1.67280
O -3.29571 0.56760 -0.30366
Si -2.05001 -0.34276 0.28099
C -2.65566 -0.44554 2.09145
N -0.20932 0.11309 0.62744
C 0.97772 0.10672 0.05481
N 1.93124 1.04114 0.28145
C 1.78566 2.12771 1.27476
C 3.17638 0.52342 -0.25094
C 2.81568 -0.64515 -1.05130
N 1.40001 -0.84279 -0.76537
C 0.92718 -2.26159 -0.80849
H -4.69363 0.18457 -1.93361
H -4.05602 1.92915 -1.65722
H -2.73432 0.59273 -2.27770
H -1.84394 -1.69043 -0.37246
H -3.74324 -0.12001 2.24580
H -2.57937 -1.51512 2.55525
H -1.97520 0.14344 2.61674
H -0.24062 0.70601 1.37707
H 2.56735 2.98600 0.98878
H 0.77035 2.34175 1.30825
H 2.14873 1.79368 2.34261
H 3.81548 0.21348 0.51550
H 3.64910 1.45521 -0.71557
H 2.95338 -0.36060 -2.19784
H 3.38109 -1.63928 -0.85460
H 0.34805 -2.23111 0.09400
H 0.40634 -2.40722 -1.78769
H 1.82032 -2.90602 -1.01358
```

Its total energy is -806.2714 Ha. The calculation puts the max |F| at 4.9 eV Å⁻¹. The value obtained for the energy relative to the best compared isomer or geometry (same formula, charge and spin) is 0.0 kJ/mol. As for the total charge: +1. As for the spin multiplicity: 1. Its HOMO energy is -0.4745 Eh. For the lowest unoccupied orbital energy, the calculation gives -2.818 eV.

3.
C44H40N2RuS4Sb2 | ωB97M-V/def2-TZVPD

```
93
C44H40N2RuS4Sb2 ωB97M-V/def2-TZVPD
Ru -0.52226 -0.76758 -0.42753
C 2.85318 -1.56709 0.98519
C 2.72911 -2.86853 1.79640
C 1.31463 -3.47517 1.94550
Sb 0.13230 -3.24374 0.20518
C 1.38044 -4.09530 -1.26738
C 1.81004 -3.34957 -2.36109
C 2.63990 -3.91692 -3.32176
C 3.04876 -5.23782 -3.19455
C 2.62284 -5.99313 -2.10988
C 1.79115 -5.42371 -1.15402
C -1.35459 -4.69867 0.35082
C -1.98190 -4.93806 1.57232
C -3.02418 -5.84889 1.65522
C -3.45278 -6.51523 0.51382
C -2.83918 -6.27115 -0.70543
C -1.79055 -5.36156 -0.79354
Sb 1.32740 -0.07033 1.32192
C 1.47029 -0.14829 3.41673
C 2.73715 -0.10593 3.99622
C 2.87994 -0.23478 5.37316
C 1.76166 -0.42625 6.17208
C 0.49733 -0.48158 5.59874
C 0.35109 -0.33275 4.22637
C 2.50721 1.60047 0.79424
C 2.91898 1.72669 -0.53061
C 3.75197 2.77336 -0.90442
C 4.15699 3.71552 0.03111
C 3.73211 3.60825 1.34777
C 2.91555 2.54915 1.72929
H 2.81334 -1.77192 -0.08977
H 3.81875 -1.09333 1.16629
H 3.10634 -2.69083 2.80606
H 3.38720 -3.62017 1.35445
H 0.75897 -2.97522 2.74357
H 1.35341 -4.53540 2.19663
H 1.49273 -2.31704 -2.48451
H 2.96161 -3.32950 -4.17160
H 3.69349 -5.68050 -3.94259
H 2.93372 -7.02504 -2.01136
H 1.45682 -6.03403 -0.32137
H -1.67247 -4.41119 2.46822
H -3.50721 -6.02900 2.60649
H -4.27293 -7.21825 0.57767
H -3.18533 -6.77932 -1.59577
H -1.33051 -5.17402 -1.75601
H 3.62152 0.03394 3.38498
H 3.86490 -0.18851 5.81956
H 1.87380 -0.52931 7.24365
H -0.37505 -0.62699 6.22243
H -0.64045 -0.34316 3.79018
H 2.58528 1.02336 -1.28625
H 4.07224 2.85928 -1.93556
H 4.79372 4.53922 -0.26558
H 4.02929 4.34924 2.07810
H 2.58870 2.48941 2.76116
S -4.63230 -2.52538 -1.17118
C -3.17864 -1.90403 -0.83003
S -2.62221 -1.16441 0.66244
S -1.84381 -1.80756 -1.99090
N -3.21403 2.12013 3.00648
C -2.25152 2.27262 2.07311
N -2.66833 2.33573 0.80136
S -0.62028 2.40424 2.50077
H -4.18985 2.04846 2.78284
H -2.92370 2.10155 3.96817
H -3.60183 2.07093 0.53191
H -1.95077 2.29157 0.08549
C -0.40535 1.04934 -1.34490
C -0.73850 2.10954 -1.84465
C -1.26470 3.33043 -2.34304
C -2.57827 3.27122 -2.97730
C -3.36649 2.11337 -2.84053
C -4.62120 2.03003 -3.42300
C -5.11852 3.08983 -4.17302
C -4.33778 4.22783 -4.34732
C -3.08495 4.31961 -3.76259
C -0.50200 4.57088 -2.12712
C 0.89296 4.52675 -2.09873
C 1.63612 5.66946 -1.85274
C 0.99993 6.88107 -1.61142
C -0.38844 6.93446 -1.60891
C -1.13217 5.79109 -1.86122
H -2.98103 1.27058 -2.27894
H -5.19850 1.12324 -3.29400
H -6.09576 3.02343 -4.63272
H -4.69943 5.04746 -4.95468
H -2.47896 5.19621 -3.94276
H 1.38704 3.57677 -2.26201
H 2.71679 5.60939 -1.83805
H 1.58003 7.77259 -1.41266
H -0.89793 7.86467 -1.39390
H -2.21203 5.83377 -1.81517
```

Its expectation value of S² is 6.06. Its total energy is -3978.2067 Ha. The calculation puts the max |F| at 0.9 eV Å⁻¹. The value obtained for the energy relative to the best compared isomer or geometry (same formula, charge and spin) is 90.4 kJ/mol. As for the total charge: 0. As for the spin multiplicity: 5. Its HOMO energy (spin up / spin down) is -0.2282 / -0.2940 Eh. For the lowest unoccupied orbital energy (spin up / spin down), the calculation gives 0.288 / -1.624 eV.

4.
C7H12O | ωB97M-V/def2-TZVPD

```
20
C7H12O ωB97M-V/def2-TZVPD
C -0.14082 -1.59575 3.47703
C -0.40037 -1.42549 2.02545
C 0.10655 -0.52687 1.19993
C -0.28411 -0.46657 -0.26697
C 0.33774 0.79708 -0.94894
C -0.22899 1.03660 -2.35211
C 0.62441 2.01166 -3.14202
O 0.28713 2.33502 -4.25798
H 0.60251 -2.36501 3.71302
H 0.08668 -0.71051 4.06504
H -1.10014 -1.92204 3.90158
H -1.14883 -2.12035 1.64670
H 0.83441 0.23579 1.46003
H 0.17778 -1.26723 -0.83372
H -1.34071 -0.43365 -0.50788
H 0.19162 1.66619 -0.30809
H 1.42649 0.66200 -1.07348
H -1.24525 1.41049 -2.17040
H -0.24074 0.11553 -2.94036
H 1.45463 2.56311 -2.68682
```

Its total energy is -349.1087 Ha. The calculation puts the max |F| at 2.2 eV Å⁻¹. The value obtained for the energy relative to the best compared isomer or geometry (same formula, charge and spin) is 105.0 kJ/mol. As for the total charge: 0. As for the spin multiplicity: 1. Its HOMO energy is -0.3470 Eh. For the lowest unoccupied orbital energy, the calculation gives 0.977 eV.

5.
C3H7IN4 | ωB97M-V/def2-TZVPD

```
15
C3H7IN4 ωB97M-V/def2-TZVPD
C 1.01143 1.27502 1.93866
C 1.24937 0.19328 -0.76092
C -1.01896 0.62994 -0.81947
N -1.98927 -2.58444 -0.59778
N 0.03540 1.18615 1.09173
N -0.91217 -2.11685 -0.49397
N 0.10337 0.74547 -0.15277
I -2.74025 1.15220 0.30893
H 0.58578 1.51194 2.93286
H 2.07048 1.14224 1.70083
H 2.10059 0.63783 -0.21218
H 1.23881 -0.87998 -0.79668
H 1.34733 0.56041 -1.73190
H -1.08531 0.18759 -1.77761
H -1.99659 -3.64081 -0.62972
```

Its total energy is -635.0197 Ha. The calculation puts the max |F| at 3.7 eV Å⁻¹. The value obtained for the energy relative to the best compared isomer or geometry (same formula, charge and spin) is 180.4 kJ/mol. As for the total charge: 0. As for the spin multiplicity: 1. Its HOMO energy (spin up / spin down) is -0.2212 / -0.3091 Eh. For the lowest unoccupied orbital energy (spin up / spin down), the calculation gives 0.284 / 0.698 eV.

6.
C6H6N | ωB97M-V/def2-TZVPD

```
13
C6H6N ωB97M-V/def2-TZVPD
C 2.01828 0.16970 -0.04148
C 1.37323 1.22049 -0.31606
C -0.67376 0.25740 -0.16692
C -1.95638 0.46902 0.09150
C 1.54024 -1.14099 0.01002
C 0.04634 1.50628 -0.00902
N -0.05612 -0.96411 -0.38601
H -2.64610 -0.34699 0.32857
H -2.21327 1.52688 -0.11637
H 2.04672 -1.86268 -0.61387
H 1.59113 -1.42390 1.17110
H -0.47660 2.42776 0.28934
H -0.59372 -1.83885 -0.24080
```

Its total energy is -286.4906 Ha. The calculation puts the max |F| at 4.2 eV Å⁻¹. The value obtained for the energy relative to the best compared isomer or geometry (same formula, charge and spin) is 379.7 kJ/mol. As for the total charge: +1. As for the spin multiplicity: 1. Its HOMO energy (spin up / spin down) is -0.5074 / -0.5075 Eh. For the lowest unoccupied orbital energy (spin up / spin down), the calculation gives -6.827 / -6.828 eV.